Formula: C6H12O2
Source: OMol25
Level of theory: wB97M-V/def2-TZVPD

The geometry in XYZ format:
```
20
Properties=species:S:1:pos:R:3
C 2.849 0.589 0.151
C 2.442 -0.538 -0.401
C 1.175 -1.168 0.098
C 0.001 -0.596 -0.155
C -1.205 -1.073 0.521
C -2.354 -0.409 0.617
H 3.670 1.220 -0.186
H 2.467 0.986 1.081
H 2.808 -0.878 -1.339
H 1.308 -2.121 0.593
H -0.093 0.205 -0.880
H -1.143 -2.037 0.995
H -2.417 0.640 0.333
H -3.256 -0.847 1.021
O -5.501 -1.367 1.662
H -6.456 -1.430 1.571
H -5.230 -2.296 1.640
O 3.417 4.017 -2.370
H 4.376 3.984 -2.365
H 3.141 3.121 -2.587
```

Summary:
- Gap between HOMO and LUMO: 0.3455 hartree
- F_max: 0.0335 hartree/bohr
- HOMO level: -8.61 eV
- 2S+1: 1
- SMILES string: C=C/C=C/C=C.O.O
- Relative energy (zero: lowest compared OMol25 entry of this formula, charge and spin): 300.38 kJ/mol



Formula: C4H9ClO
Source: OMol25
Level of theory: wB97M-V/def2-TZVPD

The geometry in XYZ format:
```
15
Properties=species:S:1:pos:R:3
C -1.800 -0.313 -0.230
C -0.537 0.521 -0.742
C 0.687 0.800 0.244
C 1.504 -0.226 0.722
H -0.173 -1.613 -0.267
H -2.485 -0.403 -1.000
H -2.153 0.064 0.734
H -0.132 0.260 -1.778
H -0.850 1.566 -0.738
H 0.328 1.510 0.985
H 1.542 1.461 -0.211
H 0.990 -1.311 0.827
H 1.848 0.106 1.795
O -1.473 -1.661 0.108
Cl 2.704 -0.761 -0.449
```

Summary:
- Gap between HOMO and LUMO: 0.3878 hartree
- F_max: 0.1361 hartree/bohr
- HOMO level: -10.01 eV
- 2S+1: 1
- Relative energy (zero: lowest compared OMol25 entry of this formula, charge and spin): 387.47 kJ/mol



Formula: C6H10N
Source: OMol25
Level of theory: wB97M-V/def2-TZVPD

The geometry in XYZ format:
```
17
Properties=species:S:1:pos:R:3
C -3.563 -0.053 0.118
C -2.122 0.014 -0.095
C -0.918 -0.616 0.001
N 0.330 -0.675 0.127
C 1.531 -0.277 0.116
C 1.723 1.235 -0.197
C 2.729 -1.142 0.150
H -4.097 0.508 -0.709
H -3.833 0.646 0.959
H -3.940 -1.010 0.298
H -2.168 1.046 -0.276
H 1.643 1.237 -1.353
H 2.734 1.439 0.221
H 0.855 1.853 0.122
H 2.541 -2.101 -0.536
H 2.968 -1.550 1.128
H 3.585 -0.554 -0.074
```

Summary:
- Gap between HOMO and LUMO: 0.3317 hartree
- F_max: 0.0727 hartree/bohr
- HOMO level: -13.92 eV
- 2S+1: 1
- Total charge: +1
- SMILES string: CC=C=[N+]=C(C)C
- Relative energy (zero: lowest compared OMol25 entry of this formula, charge and spin): 247.09 kJ/mol



Formula: C3H6N2O3
Source: OMol25
Level of theory: wB97M-V/def2-TZVPD

The geometry in XYZ format:
```
14
Properties=species:S:1:pos:R:3
C 2.179 -0.881 -0.569
C 1.015 -1.001 -1.068
N -0.097 -0.247 -0.560
O -1.151 -0.719 -1.082
C -0.448 0.668 0.547
O 0.343 0.981 1.446
N -1.570 1.548 0.508
O -1.725 1.793 2.046
H 2.906 -0.990 -1.290
H 2.445 -0.353 0.331
H 0.756 -1.766 -2.025
H -1.381 -1.629 -0.620
H -2.444 1.172 0.060
H -0.828 1.425 2.275
```

Summary:
- Gap between HOMO and LUMO: 0.3430 hartree
- F_max: 0.1692 hartree/bohr
- HOMO level: -9.03 eV
- 2S+1: 1
- SMILES string: C=CN(O)C(=O)NO
- Relative energy (zero: lowest compared OMol25 entry of this formula, charge and spin): 767.06 kJ/mol



Which of these has the highest relative energy (zero: lowest compared OMol25 entry of this formula, charge and spin)? C3H6N2O3